# 1
Density functional theory data (ωB97M-V with the def2-TZVPD basis set) for C2H4LiORb as an isolated structure.

Values from the calculation:
total charge	0
2S+1	1
orbital gap	4.145	eV
LUMO level	-1.1	eV

Element x y z (Å)
C: -0.189 0.314 0.737
H: -0.249 1.124 1.464
C: -1.436 -0.166 0.177
H: -2.317 0.334 0.547
H: -1.395 -0.439 -0.868
O: 0.760 -0.498 0.722
Li: 2.879 0.916 -1.751
Rb: 0.089 -3.452 -0.301
H: 1.857 1.868 -0.726

=====

# 2
Density functional theory data (ωB97M-V with the def2-TZVPD basis set) for a 2-piece molecular cluster, C2H4N overall.

Values from the calculation:
total charge	+1
2S+1	1
orbital gap (spin up / spin down)	6.323 / 7.261	eV
LUMO level (spin up / spin down)	-8.4 / -7.8	eV

Element x y z (Å)
C: -0.292 0.561 1.652
C: -0.260 -1.044 -1.379
N: -0.614 0.664 0.503
H: -0.468 1.628 2.009
H: 0.108 -0.150 2.435
H: -1.301 -1.014 -1.529
H: 0.714 -1.152 -1.646

=====

# 3
Density functional theory data (ωB97M-V with the def2-TZVPD basis set) for one molecule with the formula C2H4N2.

Values from the calculation:
total charge	0
2S+1	1
orbital gap (spin up / spin down)	9.453 / 9.637	eV
LUMO level (spin up / spin down)	-0.3 / -0.2	eV

Element x y z (Å)
C: 0.021 -0.973 -0.091
C: 0.010 0.921 0.027
N: 1.094 -0.049 -0.053
N: -1.055 -0.035 -0.071
H: 0.013 -1.746 -0.792
H: -0.120 -1.246 0.873
H: -0.047 1.570 0.930
H: 0.084 1.558 -0.822

=====

# 4
Density functional theory data (ωB97M-V with the def2-TZVPD basis set) for C2H4N2 as an isolated structure.

Values from the calculation:
total charge	0
2S+1	1
orbital gap	9.138	eV
LUMO level	1.2	eV

Element x y z (Å)
C: 1.150 0.699 0.052
C: 1.168 -0.565 0.301
N: 0.179 -0.046 -0.621
N: -1.471 0.038 0.087
H: 1.440 1.641 0.252
H: 1.212 -1.672 0.647
H: -1.702 -0.849 -0.252
H: -1.977 0.755 -0.467

=====

# 5
Density functional theory data (ωB97M-V with the def2-TZVPD basis set) for one molecule with the formula C2H4N2.

Values from the calculation:
total charge	0
2S+1	1
SMILES	C=NN=C
orbital gap	11.123	eV
LUMO level	1.2	eV

Element x y z (Å)
C: 1.573 -0.117 -0.105
C: -1.566 0.152 -0.089
H: 1.525 -1.117 0.032
H: 2.560 0.354 0.061
H: -1.646 1.247 -0.168
H: -2.403 -0.542 0.302
N: 0.530 0.540 0.036
N: -0.574 -0.517 -0.068

=====

# 6
Density functional theory data (ωB97M-V with the def2-TZVPD basis set) for a 2-piece molecular cluster, C2H4N2 overall.

Values from the calculation:
total charge	0
2S+1	1
orbital gap (spin up / spin down)	8.542 / 9.280	eV
LUMO level (spin up / spin down)	0.6 / 0.8	eV

Element x y z (Å)
C: 1.550 0.328 -0.159
C: 0.754 -0.470 0.459
N: -2.210 -0.305 -0.167
N: -1.412 0.571 0.116
H: 2.667 0.139 -0.112
H: 1.086 1.133 -0.654
H: 0.615 -1.377 1.110
H: -3.050 -0.019 -0.592